Record 1
ORCA calculation (ωB97M-V/def2-TZVPD) on 4 unconnected molecules or ions with the total composition C32H64F3N5O2.

E_HOMO = -7.88 eV
SMILES = CCCC[C@@H](C#N)[C@](C#N)(CCCCOC=O)C(F)(F)F.CCN(CC)CC.CCN(CC)CC.CCN(CC)CC
orbital gap = 8.260 eV

Geometry (Å):
C 1.8174 6.1646 5.4518
C 1.8578 4.6337 5.3427
C 3.0356 4.1391 4.4952
C 2.7860 2.8573 3.6932
C 1.6243 2.9943 2.6834
C 2.1444 3.4056 1.3754
N 2.5398 3.7339 0.3484
C 0.6517 1.7832 2.5721
C -0.4146 2.1966 1.6390
N -1.2564 2.5788 0.9608
C -0.0755 1.4684 3.9152
C 0.6330 0.5137 4.8940
C 0.7693 1.0857 6.3289
C 2.1382 0.8730 6.9748
O 1.9781 0.0369 8.1496
C 3.0147 -0.8166 8.3411
O 2.8681 -1.9815 8.5435
C 1.3092 0.5300 1.9537
F 2.5318 0.2945 2.4693
F 1.4586 0.6618 0.6271
F 0.5457 -0.5549 2.1818
H 2.0899 6.6056 4.4924
H 2.5537 6.5149 6.1716
H 0.8276 6.5286 5.7119
H 0.9017 4.2647 4.9747
H 1.9820 4.2479 6.3556
H 3.8657 3.9168 5.1675
H 3.3978 4.9144 3.8193
H 3.6954 2.6461 3.1329
H 2.6539 2.0178 4.3680
H 1.0022 3.8304 3.0093
H -1.0115 0.9976 3.6224
H -0.3454 2.4147 4.3766
H 0.0692 -0.4117 4.9693
H 1.6288 0.2504 4.5591
H 0.5647 2.1555 6.3336
H 0.0254 0.6384 6.9839
H 2.5466 1.8295 7.3063
H 2.8433 0.4149 6.2827
H 3.9978 -0.3257 8.3278
C -0.8815 3.0642 -2.2624
C -1.3722 3.3189 -3.6789
N -1.9520 2.1422 -4.3037
C -2.2106 2.3240 -5.7221
C -3.2612 3.3621 -6.1393
C -3.0062 1.4824 -3.5523
C -4.2598 2.2936 -3.1930
H -0.1424 2.2614 -2.2441
H -0.4108 3.9658 -1.8685
H -1.6902 2.8047 -1.5841
H -0.5205 3.6260 -4.2923
H -2.0658 4.1752 -3.6615
H -2.4843 1.3573 -6.1546
H -1.2611 2.5917 -6.1973
H -4.2772 3.0049 -5.9796
H -3.1635 3.5738 -7.2063
H -3.1413 4.3063 -5.6082
H -2.5686 1.1064 -2.6250
H -3.3008 0.5882 -4.1087
H -4.0104 3.3011 -2.8579
H -4.7936 1.8014 -2.3777
H -4.9534 2.3734 -4.0285
C 1.2685 -1.2388 -10.0212
C 0.7965 -0.7879 -8.6473
N 0.0143 -1.7904 -7.9472
C -0.6384 -1.2724 -6.7561
C 0.2405 -0.8025 -5.5909
C 0.6408 -3.0937 -7.8122
C 1.9925 -3.1761 -7.0871
H 0.4240 -1.5237 -10.6498
H 1.7988 -0.4212 -10.5112
H 1.9574 -2.0819 -9.9652
H 0.1567 0.0895 -8.7757
H 1.6714 -0.4496 -8.0689
H -1.3364 -2.0306 -6.3895
H -1.2657 -0.4329 -7.0709
H 0.6455 -1.6425 -5.0272
H -0.3555 -0.2070 -4.8945
H 1.0698 -0.1753 -5.9193
H 0.7652 -3.5109 -8.8138
H -0.0747 -3.7562 -7.3189
H 2.6624 -2.3662 -7.3788
H 2.4875 -4.1164 -7.3387
H 1.8811 -3.1515 -6.0046
C -1.2295 -7.4116 4.1589
C -1.4189 -6.3682 3.0687
N -1.9922 -5.1251 3.5528
C -2.3977 -4.2281 2.4849
C -1.3096 -3.6499 1.5719
C -1.2971 -4.5025 4.6667
C 0.1775 -4.1136 4.4773
H -2.1750 -7.6335 4.6551
H -0.8500 -8.3343 3.7185
H -0.5093 -7.0948 4.9135
H -2.1079 -6.7729 2.3226
H -0.4565 -6.2208 2.5526
H -2.9609 -3.4043 2.9323
H -3.1175 -4.7680 1.8621
H -0.7458 -2.8581 2.0625
H -1.7687 -3.2084 0.6851
H -0.6067 -4.4096 1.2295
H -1.3653 -5.1758 5.5234
H -1.8683 -3.6175 4.9595
H 0.7406 -4.8881 3.9553
H 0.6478 -3.9690 5.4523
H 0.2904 -3.1817 3.9240

Cartesian forces, eV/Å:
C 0.1 -0.2 -0.4
C 0.3 0.4 0.2
C 0.0 -0.3 0.1
C 0.3 0.2 0.0
C 0.2 0.0 0.2
C 0.0 0.0 -0.3
N 0.0 0.0 0.2
C -0.2 0.2 -0.1
C 0.0 0.1 -0.1
N -0.1 0.0 0.1
C 0.1 -0.7 -0.4
C 0.1 0.4 0.8
C 0.0 0.1 -0.2
C -0.2 0.3 0.6
O 0.1 -0.4 -0.5
C -0.2 -0.2 0.1
O 0.0 0.2 0.2
C 0.1 0.0 -0.2
F -0.3 0.0 -0.1
F 0.0 -0.1 0.4
F 0.2 0.2 -0.1
H -0.1 0.1 -0.1
H -0.1 0.1 0.1
H 0.0 0.1 0.2
H -0.1 0.0 -0.1
H -0.2 -0.2 0.0
H 0.2 0.1 -0.1
H -0.1 0.1 -0.1
H 0.0 -0.2 0.0
H -0.3 0.0 0.0
H -0.2 -0.1 0.0
H -0.1 0.1 0.0
H 0.1 0.1 0.1
H 0.0 -0.1 -0.2
H 0.0 -0.1 -0.2
H 0.0 0.1 -0.1
H 0.0 0.0 0.1
H 0.1 0.0 0.0
H 0.0 -0.1 0.0
H 0.1 0.1 -0.2
C 0.0 0.0 -0.1
C 0.0 0.0 0.2
N 0.0 0.0 -0.2
C 0.0 0.0 -0.2
C 0.0 0.0 -0.1
C 0.0 -0.1 0.2
C 0.0 -0.1 0.0
H 0.0 0.0 0.0
H 0.0 0.0 0.0
H 0.0 0.0 0.0
H 0.0 0.0 -0.1
H 0.0 0.0 0.0
H 0.0 0.0 0.1
H 0.0 0.0 0.1
H 0.0 0.0 0.1
H 0.0 0.0 0.0
H 0.0 0.0 0.0
H 0.0 0.0 0.0
H 0.0 0.0 -0.1
H 0.0 0.0 0.0
H 0.0 0.0 0.0
H 0.0 0.1 0.0
C 0.0 0.0 0.0
C 0.1 0.0 0.0
N -0.1 0.0 0.0
C -0.1 0.1 0.1
C -0.1 0.0 0.2
C 0.1 -0.2 -0.1
C 0.0 -0.1 0.0
H 0.0 0.0 0.0
H 0.0 0.0 0.0
H 0.0 0.0 0.0
H 0.0 0.0 0.1
H 0.0 0.0 0.0
H 0.0 -0.1 0.0
H 0.1 0.0 -0.1
H 0.1 0.0 0.0
H 0.0 0.0 0.0
H 0.0 0.0 0.0
H 0.0 0.1 0.0
H 0.0 0.1 0.1
H 0.0 0.0 0.0
H 0.0 0.0 0.0
H 0.0 0.1 0.0
C 0.0 0.0 0.0
C 0.1 -0.1 0.0
N 0.0 0.1 0.0
C -0.1 0.0 -0.1
C 0.0 0.1 0.0
C 0.1 0.0 0.2
C 0.0 0.1 0.1
H 0.0 0.0 0.0
H 0.0 0.0 0.0
H 0.0 0.0 0.0
H 0.0 0.1 0.0
H 0.0 0.0 0.0
H 0.0 0.0 0.0
H 0.0 -0.1 0.0
H 0.1 0.0 0.0
H 0.0 0.0 0.0
H 0.0 0.0 0.0
H 0.0 0.0 0.0
H 0.0 0.0 -0.1
H 0.0 0.0 0.0
H 0.0 0.0 0.0
H 0.0 0.0 -0.1

---

Record 2
ORCA calculation (ωB97M-V/def2-TZVPD) on 2 unconnected molecules or ions with the total composition C3H9OP.

E_HOMO (spin up / spin down) = -7.60 / -7.21 eV
energy above the lowest of the compared OMol25 structures with the same formula, charge and spin = 472.55 kJ/mol
orbital gap (spin up / spin down) = 8.432 / 7.618 eV

Geometry (Å):
C 0.3860 -0.7150 0.0405
C -2.5555 -0.2846 -0.6458
C 1.1722 0.4991 -0.0962
O -2.9060 0.7456 0.1566
P 3.0572 0.0865 -0.0532
H 0.2082 -1.1250 1.0168
H 0.3021 -1.3864 -0.7945
H -2.3971 -0.0227 -1.6705
H -2.7042 -1.3042 -0.3408
H 1.0177 0.9859 -1.0605
H 0.9949 1.2103 0.7106
H -3.0484 0.4479 1.0623
H 3.0206 -0.4664 1.2274
H 3.4523 1.3292 0.4474

Cartesian forces, eV/Å:
C -0.4 -0.3 -0.2
C 0.6 -0.1 0.2
C 0.8 0.4 0.0
O -0.2 0.2 0.2
P -0.7 -0.1 -0.4
H -0.1 -0.1 0.3
H 0.0 -0.2 -0.1
H 0.0 0.1 -0.2
H -0.1 -0.1 0.1
H -0.1 0.1 0.1
H -0.1 0.0 -0.1
H 0.0 -0.1 -0.2
H 0.0 -0.2 0.4
H 0.2 0.4 0.1

---

Record 3
ORCA calculation (ωB97M-V/def2-TZVPD) on a molecular structure, C67H60BrNO5P2PtS2Te in a non-equilibrium geometry.

E_HOMO (spin up / spin down) = -10.42 / -12.97 eV
net charge = +2
2S+1 = 5
orbital gap (spin up / spin down) = 6.046 / 5.585 eV

Geometry (Å):
Pt -0.1279 -0.8255 0.3704
O 0.5583 -3.6778 1.7439
C 0.0119 -4.7961 1.1561
C 0.4617 -6.0949 1.3561
C -0.2185 -7.1489 0.7695
C -1.3418 -6.9160 -0.0087
C -1.7193 -5.6176 -0.2955
C -1.0268 -4.5477 0.2648
P -1.1917 -2.8713 -0.4559
C -2.9690 -2.7845 -0.7763
C -3.4868 -2.2912 -1.9698
C -4.8554 -2.2811 -2.1827
C -5.7140 -2.7248 -1.1869
C -5.2059 -3.1654 0.0287
C -3.8382 -3.1926 0.2368
C -0.3340 -3.3559 -1.9874
C 1.0477 -3.1929 -2.0306
C 1.7799 -3.7076 -3.0867
C 1.1350 -4.3910 -4.1080
C -0.2411 -4.5532 -4.0691
C -0.9751 -4.0436 -3.0114
C 0.7422 -3.6195 3.0978
C 0.6489 -4.6899 3.9818
C 0.9934 -4.5226 5.3113
C 1.4203 -3.2923 5.7842
C 1.4065 -2.2033 4.9366
C 1.0494 -2.3526 3.5962
P 0.8522 -0.8451 2.5933
C 0.1075 0.2112 3.8861
C 0.7511 1.2819 4.4975
C 0.1013 2.0141 5.4791
C -1.1856 1.6783 5.8666
C -1.8175 0.5875 5.2868
C -1.1750 -0.1431 4.3050
C 2.5613 -0.2675 2.3762
C 3.5969 -1.1933 2.3544
C 4.8986 -0.7846 2.0980
C 5.1849 0.5612 1.9100
C 4.1611 1.4898 1.9106
C 2.8348 1.0731 2.0428
H 1.3502 -6.2850 1.9390
H 0.1293 -8.1587 0.9269
H -1.8985 -7.7432 -0.4233
H -2.5580 -5.4364 -0.9517
H -2.8137 -1.9281 -2.7303
H -5.2527 -1.9225 -3.1215
H -6.7808 -2.7240 -1.3556
H -5.8788 -3.4896 0.8096
H -3.4345 -3.5410 1.1776
H 1.5481 -2.6755 -1.2141
H 2.8546 -3.5896 -3.1132
H 1.7050 -4.7961 -4.9317
H -0.7487 -5.0895 -4.8583
H -2.0439 -4.1940 -2.9817
H 0.2872 -5.6486 3.6499
H 0.9302 -5.3680 5.9794
H 1.7248 -3.1754 6.8130
H 1.6767 -1.2255 5.3102
H 1.7715 1.5290 4.2436
H 0.6087 2.8449 5.9492
H -1.6890 2.2581 6.6262
H -2.8111 0.3056 5.6043
H -1.6603 -0.9976 3.8557
H 3.3901 -2.2317 2.5773
H 5.6964 -1.5116 2.0738
H 6.2072 0.8841 1.7810
H 4.3916 2.5376 1.7992
H 2.0456 1.8138 2.1008
O -2.2532 -0.8376 1.5933
S -3.5384 -0.0454 1.7651
C -4.0413 0.3960 0.0383
C -4.5688 1.8137 -0.2267
C -3.5064 2.8573 -0.5838
C -2.8197 2.5917 -1.9047
S -1.0765 3.1463 -1.8635
O -0.5445 2.6933 -0.5207
C -1.4321 4.8917 -1.5947
C -1.5090 5.4514 -0.3314
C -1.7425 6.8121 -0.2059
C -1.9055 7.5946 -1.3402
C -1.8248 7.0262 -2.6036
C -1.5732 5.6696 -2.7336
C -3.0831 1.5825 2.4026
C -1.8154 2.1049 2.2268
C -1.5112 3.3428 2.7665
C -2.4770 4.0530 3.4675
C -3.7474 3.5248 3.6367
C -4.0496 2.2779 3.1125
H -4.8115 -0.3337 -0.2067
H -3.1451 0.1651 -0.5405
H -5.1104 2.1709 0.6501
H -5.2794 1.7610 -1.0548
H -2.7439 2.8618 0.1929
H -3.9706 3.8438 -0.6095
H -3.2793 3.1031 -2.7492
H -2.7557 1.5308 -2.1374
H -1.3740 4.8320 0.5426
H -1.8000 7.2591 0.7763
H -2.0920 8.6539 -1.2416
H -1.9547 7.6396 -3.4827
H -1.4810 5.2071 -3.7067
H -1.0813 1.5492 1.6553
H -0.5202 3.7588 2.6446
H -2.2368 5.0196 3.8864
H -4.5001 4.0790 4.1780
H -5.0285 1.8404 3.2492
C 7.4019 3.9024 -2.0858
C 6.1117 3.1613 -1.9312
C 5.9548 1.8627 -2.3984
C 4.7939 1.1375 -2.1675
C 4.6571 -0.2403 -2.7413
C 3.7620 1.7395 -1.4355
Te 2.2218 0.4441 -0.6459
C 3.8660 3.0700 -1.0162
C 2.7537 3.7816 -0.3074
C 5.0333 3.7652 -1.2976
H 8.1662 3.2730 -2.5324
H 7.7591 4.2440 -1.1146
H 7.2755 4.7872 -2.7092
H 6.7708 1.3950 -2.9325
H 5.6206 -0.7358 -2.8277
H 4.2305 -0.1642 -3.7418
H 3.9923 -0.8537 -2.1247
H 1.9963 3.0732 0.0254
H 2.2895 4.4923 -0.9902
H 3.1237 4.3471 0.5475
H 5.1178 4.7965 -0.9824
Br -2.6096 -2.4908 -6.6035
C -0.9325 -1.9141 -5.9343
C 0.2265 -2.0774 -6.6915
N 1.3910 -1.6797 -6.2047
C 1.4996 -1.1402 -5.0180
C 0.3870 -0.9365 -4.1741
C -0.8579 -1.3311 -4.6924
C 0.4707 -0.3243 -2.8750
O 1.5897 0.3228 -2.6112
O -0.4738 -0.3258 -2.0403
H 0.2193 -2.5171 -7.6779
H 2.4949 -0.8605 -4.7042
H -1.7483 -1.1374 -4.1174

Cartesian forces, eV/Å:
Pt -0.9 -0.1 0.7
O 0.3 -0.3 0.0
C -0.5 -0.2 -0.2
C 0.2 0.1 -0.1
C 0.0 0.1 0.0
C -0.1 0.0 -0.1
C 0.0 0.0 0.1
C 0.2 0.4 0.6
P 0.2 -0.6 -0.4
C 0.1 0.3 0.1
C 0.1 0.0 0.0
C -0.1 0.0 0.0
C 0.0 0.0 -0.1
C 0.0 0.0 0.0
C 0.1 0.0 0.0
C 0.0 0.2 -0.1
C 0.0 0.0 0.2
C 0.0 -0.1 0.0
C 0.0 0.0 0.0
C 0.0 -0.1 0.0
C 0.0 0.1 0.1
C 0.1 0.3 0.5
C -0.1 -0.1 -0.2
C 0.0 0.1 -0.1
C 0.0 0.1 0.1
C 0.1 -0.1 -0.1
C -0.2 -0.1 -0.5
P 0.2 0.0 0.5
C -0.2 0.1 -0.3
C 0.1 0.0 -0.1
C 0.0 0.0 0.1
C 0.0 0.0 0.0
C 0.0 0.0 0.1
C 0.1 -0.1 0.0
C 0.0 0.1 -0.1
C -0.2 0.0 0.2
C 0.1 0.1 -0.2
C 0.0 -0.2 0.0
C -0.2 0.1 0.1
C 0.3 -0.1 1.0
H 0.0 0.0 0.1
H 0.0 -0.1 0.0
H 0.0 0.0 0.0
H 0.0 0.0 -0.1
H 0.0 0.0 -0.1
H 0.0 0.0 -0.1
H -0.1 0.0 0.0
H 0.0 0.0 0.0
H 0.0 -0.1 0.1
H 0.0 -0.1 -0.1
H 0.0 0.0 0.0
H 0.0 0.0 0.0
H 0.0 0.0 -0.1
H -0.1 0.0 -0.1
H 0.1 0.0 0.0
H 0.0 -0.1 0.0
H 0.0 0.0 0.1
H 0.0 0.0 0.0
H 0.0 0.1 0.0
H 0.0 0.0 0.0
H 0.0 0.0 0.1
H -0.1 0.0 0.0
H 0.0 0.0 0.0
H 0.0 -0.1 0.0
H 0.0 -0.1 0.0
H 0.1 0.0 0.0
H 0.0 0.1 -0.1
H 0.0 0.0 -0.2
O 0.5 -0.2 -0.3
S 0.1 1.1 -0.6
C -0.1 0.2 0.2
C 0.1 0.0 0.0
C -0.1 -0.1 0.2
C 0.4 0.0 -0.1
S -0.2 0.4 1.1
O 0.2 -0.5 -0.4
C 0.2 0.0 -0.6
C 0.1 -0.2 0.1
C 0.0 -0.1 -0.1
C 0.0 0.0 0.0
C 0.0 0.0 0.0
C -0.1 0.0 0.1
C -0.2 -0.3 0.0
C 0.2 -0.2 -0.1
C 0.0 0.0 0.0
C 0.0 0.0 0.0
C 0.0 0.1 0.0
C -0.1 -0.2 -0.1
H 0.1 -0.1 0.0
H 0.1 0.0 0.0
H -0.2 0.0 -0.1
H -0.1 -0.1 0.1
H 0.0 0.1 0.0
H 0.0 0.0 0.1
H 0.0 0.0 -0.1
H 0.0 -0.2 -0.1
H 0.0 -0.1 0.0
H 0.0 0.0 0.0
H 0.0 0.1 0.0
H 0.0 0.0 -0.1
H 0.0 0.1 -0.1
H 0.0 0.1 0.0
H 0.0 0.0 0.0
H 0.0 0.1 0.0
H 0.0 0.0 0.0
H -0.1 0.0 0.1
C 0.1 0.1 -0.1
C -0.2 0.0 0.0
C 0.0 0.0 0.1
C -0.2 -0.1 0.1
C 0.0 0.0 0.0
C 0.2 0.0 -0.4
Te 0.8 0.5 0.8
C -0.3 -0.1 0.1
C 0.1 -0.1 0.0
C 0.1 -0.2 0.0
H 0.1 0.0 0.0
H 0.0 0.0 0.0
H 0.0 0.0 0.0
H 0.0 -0.1 -0.1
H 0.0 -0.1 0.1
H 0.0 -0.1 0.0
H 0.1 -0.2 -0.2
H -0.3 0.2 0.1
H -0.2 0.0 0.0
H 0.0 0.0 0.0
H 0.0 0.1 0.1
Br 0.2 0.0 0.1
C -0.1 -0.1 -0.6
C -0.4 0.3 0.7
N 0.7 -0.3 -0.9
C -0.7 0.4 0.9
C -0.4 -0.8 -2.0
C 0.5 0.4 0.5
C 0.0 1.7 2.1
O -1.0 -0.6 -1.8
O 0.3 -0.4 -0.8
H -0.1 0.0 -0.1
H 0.0 0.1 0.1
H -0.1 0.0 0.0